No. 1
# C4H6F3NO3S

One molecule with the formula C4H6F3NO3S in a non-equilibrium geometry (ωB97M-V with the def2-TZVPD basis set, the OMol25 dataset).

Each atom is followed by the atoms it is bonded to, with distances in Å.
Element x y z (Å)
1 C -1.57374 -0.32456 -1.48553  C2 1.619, H13 1.144, H14 1.154, H15 1.151
2 C -0.73769 0.84490 -0.74166  C1 1.619, F3 1.453, N4 1.491, H16 1.158
3 F -1.56826 1.52255 0.23907  C2 1.453
4 N 0.49129 0.26524 -0.12779  C2 1.491, C5 1.499, S9 1.737
5 C 0.15298 -0.71093 0.95897  N4 1.499, C6 1.618, H17 1.142, H18 1.161
6 C 0.70305 -2.20793 0.68887  C5 1.618, O7 1.262, F8 1.420
7 O 0.43473 -3.05146 1.58831  C6 1.262
8 F 1.47631 -2.59173 -0.43910  C6 1.420
9 S 1.42659 1.59235 0.49030  N4 1.737, O10 1.520, O11 1.501, F12 1.681
10 O 2.82764 1.04320 0.70552  S9 1.520
11 O 1.47313 2.77947 -0.42749  S9 1.501
12 F 0.89639 2.14246 1.98718  S9 1.681
13 H -0.81044 -0.94898 -2.06517  C1 1.144
14 H -2.08714 -1.01044 -0.71265  C1 1.154
15 H -2.31828 0.16024 -2.21674  C1 1.151
16 H -0.51515 1.63276 -1.56054  C2 1.158
17 H -0.96352 -0.77184 1.19139  C5 1.142
18 H 0.69210 -0.36531 1.92706  C5 1.161

## Properties
Spin multiplicity: 1
SMILES: C[C@@H](F)N(CC(=O)F)S(=O)(=O)F
Highest occupied orbital energy, eV: -11.7
Max |F|, eV/A: 7.561
Gap between HOMO and LUMO, eV: 11.08

No. 2
# C4H6FN2

A 3-piece molecular cluster, C4H6FN2 overall in a non-equilibrium geometry (ωB97M-V with the def2-TZVPD basis set, the OMol25 dataset).

Each atom is followed by the atoms it is bonded to, with distances in Å.
Element x y z (Å)
1 C 5.81695 -0.83100 0.30521  N6 1.183, F7 1.243
2 C -5.04971 -0.50374 -0.26787  C3 1.341, H8 1.103, H9 1.065
3 C -6.23603 0.12187 -0.29591  C2 1.341, H10 1.063, H11 1.071
4 C 3.34299 1.60075 -0.37579  N5 1.141, H12 1.047
5 N 3.60892 0.83399 0.42680  C4 1.141
6 N 6.10641 -1.04694 1.43220  C1 1.183, H13 1.005
7 F 5.97692 -0.91891 -0.92402  C1 1.243
8 H -4.30340 -0.24677 0.50229  C2 1.103
9 H -4.69777 -1.01468 -1.13306  C2 1.065
10 H -6.78915 -0.19662 -1.14559  C3 1.063
11 H -6.77121 0.71690 0.41569  C3 1.071
12 H 3.17296 2.14323 -1.25454  C4 1.047
13 H 5.82211 -0.65809 2.31459  N6 1.005

## Properties
Total charge: +1
Spin multiplicity: 1
Energy above the lowest of the compared OMol25 structures with the same formula, charge and spin, eV: 5.068
Highest occupied orbital energy, eV: -11.5
Max |F|, eV/A: 3.674
Gap between HOMO and LUMO, eV: 4.54

No. 3
# C4H6FN3

One molecule with the formula C4H6FN3 in a non-equilibrium geometry (ωB97M-V with the def2-TZVPD basis set, the OMol25 dataset).

Each atom is followed by the atoms it is bonded to, with distances in Å.
Element x y z (Å)
1 C -1.87242 -0.35823 -0.30602  C2 1.300, N5 1.194
2 C -3.08316 -0.54831 0.12607  C1 1.300, F8 1.366, H9 1.164
3 C 0.34499 1.20641 -0.35331  N6 1.387, N7 1.307
4 C 1.32793 -1.15428 0.18022  N6 1.449, H10 1.116, H11 1.109, H12 1.113
5 N -0.82663 -0.70461 -0.76691  C1 1.194, N6 1.390
6 N 0.38239 -0.17953 -0.32484  C3 1.387, C4 1.449, N5 1.390
7 N 1.54648 1.68132 -0.15748  C3 1.307, H13 0.975, H14 0.972
8 F -4.02430 0.40569 -0.13876  C2 1.366
9 H -2.58408 -0.05416 1.05461  C2 1.164
10 H 1.29543 -2.17039 -0.28123  C4 1.116
11 H 2.33558 -0.89189 -0.20016  C4 1.109
12 H 1.28820 -1.04796 1.28762  C4 1.113
13 H 2.30735 1.17322 0.18049  N7 0.975
14 H 1.56223 2.64272 -0.30029  N7 0.972

## Properties
Spin multiplicity: 1
Energy above the lowest of the compared OMol25 structures with the same formula, charge and spin, eV: 6.780
Highest occupied orbital energy, eV: -9.1
Max |F|, eV/A: 3.786
Gap between HOMO and LUMO, eV: 9.70

No. 4
# C4H6FNO

A 2-piece molecular cluster, C4H6FNO overall in a non-equilibrium geometry (ωB97M-V with the def2-TZVPD basis set, the OMol25 dataset).

Each atom is followed by the atoms it is bonded to, with distances in Å.
Element x y z (Å)
1 C 0.23212 1.64007 0.40703  C2 1.585, H5 1.159, H6 1.080, F13 1.452
2 C -0.74962 0.89108 -0.58626  C1 1.585, C3 1.384, H7 1.255
3 C -0.70580 -0.44823 -0.93276  C2 1.384, H8 1.205, N11 1.468
4 C 0.39719 -1.48124 1.12255  H10 1.152, N11 1.365, O12 1.459
5 H -0.26467 2.06555 1.36426  C1 1.159
6 H 1.06508 0.96951 0.55885  C1 1.080
7 H -1.39417 1.55509 -1.43355  C2 1.255
8 H -1.30935 -0.98365 -1.82714  C3 1.205
9 H 0.73221 -2.01963 -1.09663  no bonds
10 H -0.22992 -0.96945 1.94240  C4 1.152
11 N -0.28987 -1.54944 -0.05521  C3 1.468, C4 1.365
12 O 1.68819 -2.15999 1.14393  C4 1.459
13 F 0.82862 2.49032 -0.60747  C1 1.452

## Properties
Spin multiplicity: 1
Energy above the lowest of the compared OMol25 structures with the same formula, charge and spin, eV: 6.579
Highest occupied orbital energy, eV: -9.4
Max |F|, eV/A: 9.254
Gap between HOMO and LUMO, eV: 9.09

No. 5
# C4H6FNO2

One molecule with the formula C4H6FNO2 in a non-equilibrium geometry (ωB97M-V with the def2-TZVPD basis set, the OMol25 dataset).

Each atom is followed by the atoms it is bonded to, with distances in Å.
Element x y z (Å)
1 N -0.34259 1.37727 1.21892  C2 1.502, H9 1.083, H10 0.945
2 C -0.13981 0.27455 0.21905  N1 1.502, C3 1.559, C5 1.456, C7 1.587
3 C -1.07806 0.31950 -1.02574  C2 1.559, F4 1.645, H11 1.131, H12 1.229
4 F -2.43129 -0.42703 -0.46115  C3 1.645
5 C -0.06525 -1.04826 0.82281  C2 1.456, O6 1.423, H13 1.072, H14 1.113
6 O 1.27235 -1.23868 0.37696  C5 1.423, C7 1.397
7 C 1.32520 -0.02539 -0.31266  C2 1.587, O6 1.397, O8 1.239
8 O 2.24085 0.58835 -0.87845  C7 1.239
9 H 0.17793 2.32054 1.11014  N1 1.083
10 H -1.23449 1.63074 1.40360  N1 0.945
11 H -1.43540 1.36061 -1.28564  C3 1.131
12 H -0.66717 -0.23433 -2.04268  C3 1.229
13 H -0.17046 -1.01629 1.88873  C5 1.072
14 H -0.74884 -1.77872 0.33486  C5 1.113

## Properties
Spin multiplicity: 1
SMILES: N[C@]1(CF)COC1=O
Energy above the lowest of the compared OMol25 structures with the same formula, charge and spin, eV: 2.825
Highest occupied orbital energy, eV: -10.3
Max |F|, eV/A: 5.338
Gap between HOMO and LUMO, eV: 11.00

No. 6
# C4H6FNS

One molecule with the formula C4H6FNS in a non-equilibrium geometry (ωB97M-V with the def2-TZVPD basis set, the OMol25 dataset).

Each atom is followed by the atoms it is bonded to, with distances in Å.
Element x y z (Å)
1 C 0.40764 -0.90287 0.93778  C2 1.500, H8 1.166, H9 1.103, H10 1.081
2 C 0.26060 0.20567 -0.06128  C1 1.500, C3 1.599, C4 1.485, S6 1.988
3 C -1.28234 0.45442 -0.40004  C2 1.599, H11 1.183, H12 1.122, H13 1.166
4 C 0.92400 1.47789 0.31998  C2 1.485, N5 1.162
5 N 1.26122 2.49623 0.76654  C4 1.162
6 S 1.39028 -0.05833 -1.67560  C2 1.988, F7 1.718
7 F 0.87093 -1.64581 -2.07660  S6 1.718
8 H 0.10935 -1.94430 0.50675  C1 1.166
9 H 1.43512 -1.01622 1.32260  C1 1.103
10 H -0.22263 -0.70667 1.79324  C1 1.081
11 H -1.86912 0.82741 0.55749  C3 1.183
12 H -1.81797 -0.45693 -0.77730  C3 1.122
13 H -1.46707 1.26953 -1.21358  C3 1.166

## Properties
Spin multiplicity: 1
SMILES: CC(C)(C#N)SF
Energy above the lowest of the compared OMol25 structures with the same formula, charge and spin, eV: 1.743
Highest occupied orbital energy, eV: -9.9
Max |F|, eV/A: 3.035
Gap between HOMO and LUMO, eV: 9.55